1.
C6H11NO3S3 in the gas phase, computed with wB97M-V/def2-TZVPD.

```
! RIJCOSX wB97M-V def2-TZVPD def2/J DEFGRID3
* xyz 0 1
C -2.261 1.462 -0.582
C -0.752 1.806 -0.781
S 0.233 0.235 -0.995
C 1.709 0.675 -0.238
C 2.219 1.891 -0.026
N 3.534 2.183 0.510
O 4.420 1.462 0.193
O 3.593 3.164 1.154
S 2.802 -1.041 -0.059
O 3.532 -0.958 1.172
S 3.393 -1.332 -1.817
C 1.618 -2.354 0.240
C 1.037 -2.049 1.653
H -2.385 0.342 -0.694
H -2.533 1.713 0.522
H -2.994 1.933 -1.212
H -0.285 2.445 0.032
H -0.556 2.230 -1.805
H 1.631 2.812 -0.104
H 1.140 -2.273 -0.744
H 2.137 -3.324 0.370
H 1.838 -1.453 2.075
H 0.089 -1.481 1.474
H 0.776 -3.069 2.044
*
```

As for the HOMO energy: -9.27 eV. The SMILES is CCS/C(=C/[N+](=O)[O-])[S@](=O)(=S)CC. For the total energy, the calculation gives -46531.9990 eV. The calculation puts the relative energy (zero: lowest compared OMol25 entry of this formula, charge and spin) at 0.0 kJ/mol.

These are the Löwdin partial charges, in e, on atoms 1 to 4:
1 C -0.160
2 C -0.459
3 S 0.921
4 C -0.561


2.
2 unconnected molecules or ions with the total composition C6H11NO3Si, computed with wB97M-V/def2-TZVPD.

```
! RIJCOSX wB97M-V def2-TZVPD def2/J DEFGRID3
* xyz 0 1
C 0.723 1.644 1.907
C -0.247 -1.834 -0.773
C -0.149 -0.774 -1.936
C 1.628 2.205 0.948
C 0.963 -2.122 0.087
C -1.046 -1.024 -3.066
N -1.984 1.420 2.494
O 0.965 0.678 2.484
O -1.333 -2.299 -0.565
O 0.647 0.146 -1.936
Si -0.836 2.657 2.320
H 1.292 1.881 -0.070
H 2.605 1.722 0.822
H 1.566 3.278 0.942
H 1.117 -1.184 0.775
H 1.877 -2.089 -0.454
H 0.756 -3.059 0.715
H -1.053 -2.191 -3.014
H -0.722 -0.430 -3.981
H -2.114 -0.673 -2.802
H -2.924 1.589 2.618
H -1.733 0.459 2.485
*
```

As for the HOMO energy: -7.76 eV. For the total energy, the calculation gives -21908.2499 eV. The calculation puts the relative energy (zero: lowest compared OMol25 entry of this formula, charge and spin) at 15.2 kJ/mol.

These are the Löwdin partial charges, in e, on atoms 1 to 4:
1 C -0.737
2 C -0.387
3 C -0.407
4 C -0.106


3.
C6H11NOS in the gas phase, computed with wB97M-V/def2-TZVPD.

```
! RIJCOSX wB97M-V def2-TZVPD def2/J DEFGRID3
* xyz 0 1
C 2.569 -0.853 0.148
N 1.881 0.402 -0.007
C 0.680 0.714 0.056
C 0.301 2.192 -0.103
S -0.964 2.915 0.489
C -0.592 -0.287 0.131
C -0.880 -0.603 -1.382
C -1.920 0.191 0.820
O -0.212 -1.467 0.858
H 2.631 -1.197 -0.889
H 2.197 -1.694 0.710
H 3.593 -0.783 0.441
H 0.841 2.818 -0.738
H -1.613 -1.444 -1.340
H -1.422 0.238 -1.698
H 0.055 -0.766 -1.891
H -1.901 0.231 1.873
H -2.198 1.156 0.316
H -2.628 -0.557 0.444
H -0.418 -1.207 1.760
*
```

As for the HOMO energy: -8.36 eV. The SMILES is C/N=C(/C=S)C(C)(C)O. For the total energy, the calculation gives -20770.3360 eV. The calculation puts the relative energy (zero: lowest compared OMol25 entry of this formula, charge and spin) at 290.7 kJ/mol.

These are the Löwdin partial charges, in e, on atoms 1 to 4:
1 C -0.109
2 N 0.055
3 C -0.288
4 C -0.546


4.
C6H11NOS in the gas phase, computed with wB97M-V/def2-TZVPD.

```
! RIJCOSX wB97M-V def2-TZVPD def2/J DEFGRID3
* xyz 0 1
C 2.362 -1.145 -0.391
C 1.464 -0.162 -1.159
O 1.767 0.239 -2.317
C 0.102 0.387 -0.433
C -0.634 1.266 -1.454
N -0.768 -0.685 -0.009
C -1.546 -0.612 1.247
C -1.226 0.733 1.817
S 0.432 1.174 1.038
H 2.716 -1.956 -1.045
H 1.791 -1.468 0.508
H 3.180 -0.547 -0.005
H -0.934 0.693 -2.358
H 0.149 2.064 -1.841
H -1.516 1.810 -1.022
H -0.245 -1.520 -0.002
H -1.225 -1.412 1.895
H -2.622 -0.758 1.111
H -1.262 0.571 2.915
H -1.984 1.328 1.505
*
```

As for the HOMO energy: -8.71 eV. The SMILES is CC(=O)[C@@]1(C)NCCS1. For the total energy, the calculation gives -20771.6741 eV. The calculation puts the relative energy (zero: lowest compared OMol25 entry of this formula, charge and spin) at 161.5 kJ/mol.

These are the Löwdin partial charges, in e, on atoms 1 to 4:
1 C -0.022
2 C -0.320
3 O 0.039
4 C -0.828


5.
C6H11NS in the gas phase, computed with wB97M-V/def2-TZVPD.

```
! RIJCOSX wB97M-V def2-TZVPD def2/J DEFGRID3
* xyz 0 1
C -1.008 2.206 0.054
C -0.616 0.804 0.282
N -1.590 -0.014 0.890
C 0.438 0.240 -0.684
C 0.433 -1.342 -0.971
C 1.314 -1.920 0.141
S 1.117 -0.951 1.613
C 0.834 0.552 0.706
H -0.230 2.750 -0.471
H -1.298 2.710 1.029
H -1.911 2.242 -0.652
H -2.324 -0.120 0.169
H -1.157 -0.992 1.170
H 0.888 0.847 -1.481
H -0.544 -1.793 -0.938
H 0.856 -1.622 -1.976
H 2.363 -2.057 -0.177
H 0.982 -2.909 0.391
H 1.454 1.370 0.907
*
```

As for the HOMO energy: -8.25 eV. The SMILES is C[C@@]1(N)[C@@H]2CCS[C@@H]21. For the total energy, the calculation gives -18724.5662 eV. The calculation puts the relative energy (zero: lowest compared OMol25 entry of this formula, charge and spin) at 89.6 kJ/mol.

These are the Löwdin partial charges, in e, on atoms 1 to 4:
1 C -0.051
2 C -0.597
3 N 0.044
4 C -0.199


6.
C6H11NS in the gas phase, computed with wB97M-V/def2-TZVPD.

```
! RIJCOSX wB97M-V def2-TZVPD def2/J DEFGRID3
* xyz 0 1
N -1.775 -1.060 -0.581
C -2.067 0.196 0.077
C -0.734 0.710 0.604
C 0.517 0.747 -0.307
C 1.908 1.272 -0.449
S 2.962 -0.466 -0.122
C 1.305 -1.390 0.376
C 0.491 -0.183 0.795
H -2.787 -1.428 -0.519
H -1.768 -1.031 -1.591
H -2.709 0.887 -0.638
H -2.751 -0.023 0.909
H -0.745 1.639 1.223
H 0.329 0.193 -1.214
H 2.224 1.702 -1.494
H 2.037 1.880 0.475
H 0.950 -1.980 -0.520
H 1.603 -1.974 1.294
H 1.010 0.309 1.684
*
```

As for the HOMO energy: -8.40 eV. The SMILES is NCC1[C@H]2CSC[C@H]12. For the total energy, the calculation gives -18721.6473 eV. The calculation puts the relative energy (zero: lowest compared OMol25 entry of this formula, charge and spin) at 371.2 kJ/mol.

These are the Löwdin partial charges, in e, on atoms 1 to 4:
1 N -0.018
2 C -0.274
3 C -0.141
4 C -0.387


Number 1: strongest force on any atom 3.547 eV/Å. Number 2: strongest force on any atom 7.416 eV/Å. Number 3: strongest force on any atom 4.033 eV/Å. Number 4: strongest force on any atom 4.666 eV/Å. Number 5: strongest force on any atom 3.039 eV/Å. Number 6: strongest force on any atom 4.505 eV/Å.